No. 1
{
  "formula": "C23H41BrIrP2",
  "method": "the ωB97M-V functional and the def2-TZVPD basis",
  "charge": 2,
  "s2": 8.775,
  "multiplicity": 6,
  "largest_force_ha_per_bohr": 0.106,
  "relative_energy_kcal_mol": 3.0,
  "e_homo_ha": [-0.469, -0.522],
  "elements": ["Ir", "C", "C", "C", "C", "C", "C", "H", "H", "H", "C", "H", "H", "H", "C", "H", "H", "H", "C", "H", "H", "H", "C", "H", "H", "H", "C", "C", "C", "C", "C", "C", "C", "C", "H", "H", "H", "H", "H", "H", "H", "H", "H", "H", "H", "H", "P", "C", "C", "P", "C", "C", "C", "H", "H", "H", "H", "H", "H", "H", "H", "H", "H", "H", "H", "H", "H", "Br"],
  "xyz": [[-2.68, 2.06, -0.61], [0.11, 0.87, -0.34], [-0.66, 2.06, -0.70], [-0.71, 1.66, 1.65], [0.07, 0.69, 1.04], [-1.18, 2.62, 0.65], [1.18, 0.26, -1.15], [1.11, 0.51, -2.19], [1.13, -0.83, -1.05], [2.17, 0.58, -0.81], [0.95, -0.23, 1.81], [1.39, -0.98, 1.15], [0.38, -0.74, 2.60], [1.78, 0.32, 2.30], [-0.71, 1.91, 3.11], [0.22, 2.43, 3.38], [-0.73, 0.95, 3.64], [-1.56, 2.51, 3.45], [-1.15, 4.08, 0.88], [-0.18, 4.43, 0.47], [-1.22, 4.28, 1.94], [-1.97, 4.58, 0.34], [-0.15, 2.94, -1.79], [0.57, 3.60, -1.31], [-0.96, 3.53, -2.23], [0.35, 2.37, -2.57], [0.78, -3.78, -2.73], [1.20, -2.81, -3.54], [0.31, -2.18, -4.60], [-0.55, -1.11, -4.00], [-1.89, -1.45, -3.33], [-2.30, -2.54, -2.53], [-1.68, -3.73, -2.00], [-0.59, -4.40, -2.85], [-0.29, -2.92, -5.14], [-0.66, -0.30, -4.73], [0.99, -1.74, -5.35], [-0.90, -4.36, -3.92], [1.42, -4.17, -1.93], [2.21, -2.36, -3.48], [-0.53, -5.45, -2.52], [-1.30, -3.54, -0.98], [-3.07, -2.22, -1.80], [-2.51, -4.43, -1.83], [0.02, -0.65, -3.18], [-2.06, -0.58, -2.63], [-3.55, -0.71, -4.20], [-4.21, -2.40, -4.71], [-3.04, 0.12, -5.72], [-4.19, 1.85, -2.03], [-4.56, 0.25, -3.05], [-4.31, 3.14, -3.32], [-5.84, 2.01, -1.28], [-4.65, -2.94, -3.85], [-3.33, -2.99, -5.06], [-4.95, -2.41, -5.54], [-3.78, 0.04, -6.54], [-2.10, -0.33, -6.08], [-2.86, 1.19, -5.53], [-6.60, 1.92, -2.07], [-5.96, 2.99, -0.79], [-5.99, 1.22, -0.54], [-4.97, -0.44, -2.27], [-5.44, 0.61, -3.64], [-4.55, 4.10, -2.84], [-5.13, 2.85, -4.00], [-3.37, 3.22, -3.87], [-3.44, 0.17, 0.64]],
  "lowdin_spin": [1.535, 0.351, 0.212, 0.282, 0.278, 0.290, 0.059, 0.000, 0.015, 0.021, 0.038, 0.001, 0.010, 0.015, 0.039, 0.018, 0.004, 0.003, 0.064, 0.019, 0.002, 0.023, 0.066, 0.012, 0.022, 0.003, 0.002, 0.001, 0.002, 0.000, 0.097, 0.530, 0.101, 0.004, 0.000, 0.000, 0.000, 0.000, 0.000, 0.000, 0.000, 0.035, 0.019, 0.021, 0.000, 0.038, 0.085, 0.023, 0.018, 0.125, 0.014, 0.041, 0.023, 0.006, 0.003, 0.001, 0.004, 0.002, 0.000, 0.004, 0.001, 0.000, 0.000, 0.003, 0.002, 0.006, 0.002, 0.408]
}

***

No. 2
{
  "formula": "C3H12O4",
  "method": "the ωB97M-V functional and the def2-TZVPD basis",
  "largest_force_ha_per_bohr": 0.048,
  "relative_energy_kcal_mol": 32.8,
  "e_homo_ha": -0.373,
  "smiles": "C=CCO.O.O.O",
  "elements": ["C", "C", "C", "O", "H", "H", "H", "H", "H", "H", "O", "H", "H", "O", "H", "H", "O", "H", "H"],
  "xyz": [[2.91, 1.57, 0.30], [1.60, 1.54, 0.06], [0.99, 0.51, -0.79], [0.66, -0.69, -0.03], [3.28, 2.27, 1.03], [3.61, 0.99, -0.27], [0.88, 2.13, 0.62], [0.02, 0.88, -1.16], [1.55, 0.27, -1.69], [0.51, -1.45, -0.62], [-1.33, 0.20, 1.62], [-0.78, 0.61, 2.30], [-0.68, -0.09, 0.95], [-2.85, 0.57, -1.24], [-2.68, -0.19, -0.67], [-3.11, 1.43, -0.88], [-0.71, -2.90, -0.12], [-1.52, -2.48, 0.18], [-0.44, -3.53, 0.56]],
  "lowdin_charge": [0.034, -0.168, -0.256, -0.125, 0.052, 0.062, 0.103, 0.108, 0.116, 0.073, -0.083, 0.033, -0.017, -0.064, 0.022, 0.040, -0.039, 0.046, 0.062]
}

***

No. 3
{
  "formula": "C4H6N2O",
  "method": "the ωB97M-V functional and the def2-TZVPD basis",
  "largest_force_ha_per_bohr": 0.012,
  "relative_energy_kcal_mol": 152.2,
  "e_homo_ha": -0.333,
  "elements": ["C", "O", "C", "N", "N", "C", "C", "H", "H", "H", "H", "H", "H"],
  "xyz": [[-1.79, 0.35, 0.51], [-1.82, 0.36, -0.93], [-0.71, 0.73, -1.53], [0.33, 1.20, -1.11], [1.57, 1.35, -0.97], [1.73, -1.37, 0.31], [1.28, -2.32, 0.89], [-2.78, 0.01, 0.83], [-1.01, -0.34, 0.86], [-1.60, 1.36, 0.87], [1.77, 2.36, -0.93], [2.10, -0.50, -0.21], [0.92, -3.19, 1.40]],
  "lowdin_charge": [-0.046, -0.095, -0.126, -0.081, 0.055, -0.021, -0.011, 0.093, 0.073, 0.095, 0.071, -0.019, 0.011]
}